114
Properties=species:S:1:pos:R:3 method="wB97M-V/def2-TZVPD" orbital_gap_ev=7.2 e_tot_ev=-55481.872 total_charge=0
C 3.9094 3.0773 0.0095
C 3.0302 1.9156 -0.5634
C 3.2714 1.6949 -2.1148
O 2.8530 0.4652 -2.4889
C 2.9163 0.2079 -3.9241
N 3.4220 0.6636 0.1781
H 4.9958 2.9999 -0.0332
H 3.6592 3.2939 1.0481
H 3.7823 3.9499 -0.6312
H 2.0056 2.1996 -0.3233
H 4.3484 1.5802 -2.2376
H 2.8523 2.5169 -2.6951
H 3.9500 0.0101 -4.2075
H 2.5729 0.8383 -4.7443
H 2.3307 -0.7090 -3.9901
H 4.4302 0.6264 0.2253
H 3.2398 -0.1917 -0.3272
C -3.3077 2.0045 2.1236
C -2.6562 1.7082 0.8170
C -3.6264 1.7983 -0.3749
O -4.3975 0.6063 -0.3852
C -5.4287 0.4040 -1.3624
N -1.6047 2.7209 0.7250
H -4.1450 1.3132 2.2202
H -3.7414 3.0006 2.2117
H -2.6865 1.8721 3.0095
H -2.2842 0.6840 0.8405
H -3.1413 1.8202 -1.3508
H -4.4074 2.5571 -0.3265
H -6.2888 1.0586 -1.2222
H -5.8776 -0.5863 -1.2860
H -4.9873 0.6228 -2.3348
H -1.8756 3.6752 0.9151
H -1.1992 2.7394 -0.1998
C -1.6621 3.3696 -3.5651
C -1.1078 4.4080 -2.5404
C -0.9108 5.7792 -3.1556
O -0.5853 6.8190 -2.2461
C 0.7686 6.9133 -1.8340
N -2.1678 4.3539 -1.5533
H -0.8229 3.1502 -4.2253
H -2.5179 3.6933 -4.1575
H -1.9104 2.4988 -2.9583
H -0.1468 4.0328 -2.1887
H -1.7543 6.2001 -3.7028
H -0.1268 5.8208 -3.9118
H 1.4674 7.3555 -2.5441
H 1.1405 5.9206 -1.5805
H 0.7910 7.5208 -0.9293
H -1.9262 5.0636 -0.8766
H -3.0172 4.7533 -1.9263
C -0.4713 -3.1718 2.7084
C -0.7322 -4.7101 2.7410
C -1.3915 -5.2463 3.9763
O -0.7518 -5.0006 5.2383
C 0.4981 -5.5173 5.3329
N -1.3663 -4.9488 1.4856
H -1.4033 -2.6676 2.9640
H -0.4098 -2.7392 1.7097
H 0.3315 -2.8257 3.3594
H 0.2136 -5.2474 2.6716
H -1.3222 -6.3337 3.9458
H -2.4576 -5.0591 4.1051
H 0.5625 -6.6041 5.2798
H 0.8954 -5.3275 6.3300
H 1.2116 -5.0624 4.6458
H -1.7898 -5.8626 1.4095
H -0.5002 -5.0352 0.9733
C -0.6537 -3.4453 -0.8011
C 0.6661 -3.9228 -1.4662
C 1.9570 -4.0710 -0.5793
O 1.6935 -4.6358 0.7514
C 2.6033 -4.3066 1.6574
N 0.3074 -5.1734 -2.0797
H -1.5471 -3.4981 -1.4233
H -0.4916 -2.4467 -0.3954
H -0.8463 -4.0591 0.0788
H 0.8009 -3.2200 -2.2884
H 2.4472 -3.0980 -0.5457
H 2.7212 -4.6436 -1.1050
H 2.6862 -3.2315 1.8172
H 3.5957 -4.6555 1.3719
H 2.4145 -4.5852 2.6942
H 1.0211 -5.7182 -2.5422
H -0.1113 -5.8064 -1.4132
C -1.5958 -1.5044 1.0185
C -0.3685 -0.6182 0.5855
C -0.4936 -0.1641 -0.9170
O 0.7120 0.4607 -1.4282
C 0.4162 1.2858 -2.5108
N -0.2503 0.4661 1.5394
H -1.4889 -2.1089 1.9192
H -1.7988 -2.2973 0.2987
H -2.4657 -0.8866 1.2416
H 0.4927 -1.2650 0.7531
H -1.3803 0.4697 -0.9269
H -0.7329 -0.9973 -1.5777
H 1.3977 1.6732 -2.7839
H -0.2653 2.1114 -2.3059
H 0.0992 0.6845 -3.3630
H -1.0016 1.0990 1.3047
H 0.5415 1.0071 1.2224
O -0.5921 2.9172 2.7854
H -0.0619 3.3451 2.1130
H -0.2252 2.0359 2.8555
O 2.2303 -0.9164 -0.6365
H 2.0199 -0.5058 0.2022
H 1.5545 -0.5988 -1.2354
O 1.1034 0.8968 2.9677
H 1.5923 0.1611 3.3365
H 0.4410 0.4892 2.4098
O 3.0605 1.3878 1.9800
H 3.1278 1.1312 1.0603
H 2.1262 1.3263 2.1786

***

16
Properties=species:S:1:pos:R:3 method="wB97M-V/def2-TZVPD" orbital_gap_ev=9.5 e_tot_ev=-11449.110 total_charge=0 smiles=O[C@@H]1CO[C@@H]2C[C@@]12O
O 2.1853 -0.8054 -0.3589
C 1.0275 -0.1478 -0.5633
C 0.8697 1.3718 0.1630
O -0.6121 1.5537 0.4157
C -1.1640 0.5569 -0.4665
C -1.9815 -0.8030 -0.6118
C -0.4148 -0.6644 -0.0593
O -0.3079 -0.8542 1.3990
H 2.2938 -1.4102 0.5829
H 1.2664 -0.3658 -1.7222
H 1.1038 2.0472 -0.6698
H 1.4388 1.8388 1.0594
H -0.7301 0.5259 -1.5587
H -2.7888 -0.6804 0.1445
H -2.2785 -1.0734 -1.5900
H -0.4490 -1.9160 1.3354

***

20
Properties=species:S:1:pos:R:3 method="wB97M-V/def2-TZVPD" orbital_gap_ev=8.4 e_tot_ev=-10953.257 total_charge=0 smiles="C=C(C)N.O.O.O"
C -1.6877 -0.7285 0.3515
C -0.4706 -1.1018 -0.1430
C -0.0793 -2.5701 0.1119
N 0.3910 -0.2657 -0.8149
H -2.1171 0.2045 0.5137
H -2.2712 -1.5895 0.7123
H 0.8822 -2.9295 -0.3026
H -0.8711 -3.1677 -0.3730
H -0.1122 -2.7396 1.1595
H 1.2862 -0.6498 -0.8935
H 0.4442 0.7223 -0.7029
O 0.2420 2.3892 0.5253
H -0.0386 2.1917 1.4501
H -0.5827 2.8895 0.0798
O 2.8056 1.2830 2.6058
H 3.1857 0.4571 2.4032
H 2.4516 1.6121 1.7347
O -1.6844 0.2783 -2.7199
H -1.8155 -0.6743 -2.5779
H -0.6589 0.3318 -2.7107

***

9
Properties=species:S:1:pos:R:3 method="wB97M-V/def2-TZVPD" orbital_gap_ev=8.3 e_tot_ev=-25407.048 total_charge=-2
O -1.4539 -0.4164 2.5088
O -2.8751 -1.6802 0.8103
O -3.2457 0.7973 1.1493
O 1.1672 0.4527 -1.3663
Si -0.3330 0.6383 -1.1302
P -2.3610 -0.4295 1.3323
H -0.5065 2.1193 -0.8801
H -1.4888 0.2011 -2.0953
H -0.8923 -0.2036 -0.0344

***

44
Properties=species:S:1:pos:R:3 method="wB97M-V/def2-TZVPD" orbital_gap_ev=7.9 e_tot_ev=-62054.843 total_charge=0
Au -0.9156 -0.1184 1.6191
Cl 1.8408 0.1289 0.6201
C 2.6512 0.2109 2.1660
C 4.0168 0.4379 2.0967
C 4.7639 0.5233 3.2565
C 4.1275 0.3798 4.4773
C 2.7652 0.1544 4.5193
Cl 2.0503 -0.0112 6.0957
C 1.9571 0.0579 3.3718
S 0.2430 -0.2343 3.6185
H 4.4780 0.5460 1.1267
H 5.8285 0.7014 3.2104
H 4.6756 0.4422 5.4048
C -5.8541 0.3509 -0.0611
C -4.6258 0.1823 0.8238
C -4.4507 1.3856 1.7441
Sb -2.7571 -0.2534 -0.1484
C -2.9385 -2.2778 -0.8465
C -4.2236 -2.6051 -1.5930
C -2.7347 -3.2258 0.3274
C -2.5454 0.9184 -1.9370
C -3.8192 1.1610 -2.7364
C -1.8457 2.2316 -1.6107
H -6.7528 0.3583 0.5592
H -5.9683 -0.4379 -0.7998
H -5.8247 1.3027 -0.5905
H -4.7477 -0.7129 1.4442
H -4.2837 2.2979 1.1681
H -3.6116 1.2617 2.4284
H -5.3547 1.5380 2.3373
H -2.0892 -2.3739 -1.5310
H -5.0869 -2.5447 -0.9304
H -4.1826 -3.6283 -1.9715
H -4.4032 -1.9480 -2.4437
H -3.5359 -3.1215 1.0623
H -1.7897 -3.0499 0.8422
H -2.7482 -4.2600 -0.0213
H -1.8638 0.2963 -2.5293
H -4.4775 1.8590 -2.2181
H -4.3855 0.2515 -2.9314
H -3.5696 1.6090 -3.7002
H -2.4759 2.8674 -0.9853
H -1.6337 2.7846 -2.5280
H -0.9045 2.0761 -1.0826

***

14
Properties=species:S:1:pos:R:3 method="wB97M-V/def2-TZVPD" orbital_gap_ev=11.2 e_tot_ev=-9828.795 total_charge=+1
O 0.8805 -0.1076 -1.5146
C 0.0438 -0.3383 -0.6437
O -1.2980 -0.3482 -0.8244
C 0.6172 -0.5084 0.7471
N 1.8333 -1.4016 0.5906
H -1.6875 0.5726 -0.7435
H 1.0423 0.4568 1.2353
H -0.1042 -0.9308 1.3372
H 2.2117 -1.4474 -0.4186
H 2.6360 -1.1763 1.1251
H 1.5898 -2.3706 0.8539
H -1.9225 2.4068 -1.0516
H -3.2142 2.9698 -0.3286
O -2.6283 2.2232 -0.3639

***

27
Properties=species:S:1:pos:R:3 method="wB97M-V/def2-TZVPD" orbital_gap_ev=8.7 e_tot_ev=-16974.919 total_charge=+2 smiles="CC(=[NH2+])n1ccc[n+]1Cn1cccn1"
C -0.1746 1.7453 1.4048
C -0.5854 1.1944 0.0717
N -0.7777 2.0411 -0.8902
N -1.2885 0.0183 -0.1170
C -2.5491 0.0829 -0.7056
C -3.0006 -1.1704 -0.6804
C -1.9174 -1.9778 -0.1923
N -0.9077 -1.2110 0.0876
C 0.3276 -1.6095 0.6939
N 1.4873 -0.9162 0.2546
C 2.7018 -1.2581 0.1425
C 3.3824 -0.2522 -0.4704
C 2.3894 0.6652 -0.8397
N 1.2311 0.2119 -0.4350
H -0.1458 1.0766 2.2823
H -0.9094 2.5238 1.6950
H 0.7886 2.2809 1.3114
H -1.0764 1.9075 -1.8287
H -0.5970 3.0345 -0.6732
H -3.0162 1.0303 -0.8336
H -4.0203 -1.3866 -1.0504
H -1.8474 -2.9915 0.0897
H 0.4261 -2.6943 0.3894
H 0.0965 -1.6349 1.8065
H 3.1325 -2.2119 0.5847
H 4.4200 -0.1449 -0.7232
H 2.4301 1.6466 -1.3742

***

47
Properties=species:S:1:pos:R:3 method="wB97M-V/def2-TZVPD" orbital_gap_ev="8.7 / 6.5" spin_multiplicity=5 e_tot_ev=-53435.555 total_charge=+3
Pd 0.2512 0.9449 1.5145
C 1.6287 2.1099 3.0264
C 1.0790 0.9974 3.7011
C 1.5582 -0.2900 3.4460
C 2.6099 -0.4830 2.5251
C 3.1428 0.6003 1.8507
C 2.6437 1.8953 2.0848
H 1.2817 3.1129 3.2376
H 0.3142 1.1618 4.4495
H 1.1362 -1.1342 3.9766
H 3.0034 -1.4785 2.3668
H 3.9507 0.4678 1.1426
H 3.0640 2.7368 1.5486
C -2.4270 -1.6684 1.5587
C -1.4653 -1.6279 0.4226
O -0.5082 -0.8579 0.3855
C -1.6505 -2.5731 -0.7242
C -2.5838 -3.5688 -0.7212
C -2.7106 -4.4564 -1.8552
C -1.9094 -4.3037 -2.9992
C -0.9791 -3.3071 -3.0060
C -0.8435 -2.4340 -1.8822
H -2.1790 -0.9057 2.2910
H -2.3892 -2.6451 2.0488
H -3.4503 -1.5227 1.2053
H -3.2550 -3.7318 0.1124
H -3.4445 -5.2518 -1.7909
H -2.0233 -4.9709 -3.8433
H -0.3212 -3.1526 -3.8521
H -0.1056 -1.6436 -1.9414
F 1.8905 2.1648 -3.9203
C 1.7654 1.3208 -2.9235
F 2.9477 0.8735 -2.5394
F 1.0225 0.2685 -3.3188
C 1.0303 1.9704 -1.6922
O 1.2195 1.2337 -0.5960
C 1.7253 3.4205 -1.3647
F 1.3602 3.7735 -0.1299
F 1.3047 4.2985 -2.2295
F 3.0313 3.2805 -1.4073
C -0.4967 2.2013 -1.9540
F -1.1299 1.0119 -1.8260
F -1.0013 3.0022 -1.0109
F -0.7343 2.6911 -3.1434
N -2.4979 2.1623 2.6006
C -1.5128 1.7259 2.2115
H -3.3427 2.5807 2.9651

***

82
Properties=species:S:1:pos:R:3 method="wB97M-V/def2-TZVPD" orbital_gap_ev="4.6 / 5.8" spin_multiplicity=6 e_tot_ev=-92132.199 total_charge=+1
Fe -1.9438 -1.9114 -0.5364
C -1.4633 2.8846 -0.4969
C -2.0769 2.5568 0.7452
C 0.1625 3.0125 1.1153
C -0.1550 3.3260 -0.2171
C -1.0529 2.5693 1.7396
C -2.0256 2.9763 -1.8592
H -3.0286 2.5334 -1.9388
H -1.3786 2.4242 -2.5338
H -2.0468 4.0096 -2.2402
C 0.7604 3.9993 -1.1563
H 0.1544 4.5788 -1.8480
H 1.3797 3.3087 -1.7412
H 1.4250 4.6597 -0.5923
C 1.4638 3.2972 1.7730
H 1.7465 4.3430 1.5849
H 2.2339 2.6545 1.3908
H 1.3719 3.1722 2.8614
C -1.1623 2.2364 3.1778
H -1.3973 3.1365 3.7458
H -0.2112 1.8385 3.5532
H -1.9673 1.4972 3.3439
C -3.4874 2.1114 0.9890
H -4.1492 2.9456 1.2883
H -3.4933 1.3525 1.7949
H -3.8816 1.6450 0.0696
C -1.7390 -3.4902 -1.9951
C -2.7056 -2.5032 -2.2984
C -4.1486 -2.4926 -1.9237
C -4.4666 -2.9489 -0.4022
C -3.3989 -2.5309 0.5535
C -2.0218 -3.1826 0.7559
C -1.6812 -4.5695 0.2196
C -2.0283 -4.7922 -1.2595
H -4.7356 -3.0999 -2.6448
H -4.7303 -4.0258 -0.3915
H -4.4600 -1.4480 -2.1501
H -2.9922 -5.2484 -1.4088
H -0.9688 -3.6323 -2.7619
H -2.4181 -2.0120 -3.2280
H -1.3343 -5.5585 -1.6036
H -0.6033 -4.7967 0.3714
H -1.5983 -3.0823 1.7250
H -2.2603 -5.1381 0.9101
H -5.3821 -2.3581 -0.1725
H -3.6846 -1.8641 1.3850
P 0.9887 -0.6322 -1.9396
P 0.7809 -0.4491 1.4971
C 1.1139 -2.1715 -0.8422
C 1.4384 -1.9723 0.6264
H 1.8238 -2.7939 -1.3802
H 0.1468 -2.7456 -0.9397
H 1.1040 -2.8175 1.2402
H 2.5197 -1.9180 0.7467
C 2.2473 -0.0417 2.5186
H 2.0912 0.8802 3.0603
H 3.1195 0.0750 1.8784
H 2.4303 -0.8480 3.2381
C -0.1740 -1.1082 2.9318
H 0.1663 -2.0846 3.2530
H -1.2118 -1.1834 2.6286
H -0.1571 -0.4155 3.7803
C 0.7896 -0.9107 -3.7411
H 0.0855 -0.1851 -4.1406
H 0.3340 -1.9070 -3.8550
H 1.7088 -0.8184 -4.3384
C -0.7342 -0.0798 -1.5020
H -0.6270 0.5857 -0.6122
H -1.5809 -0.9528 -1.7265
H -1.1713 0.4593 -2.3726
Te 2.6799 1.0941 -1.7793
C 4.1827 1.4308 -0.3223
C 5.0155 0.4507 0.2954
C 6.2515 0.8332 0.8341
C 6.6302 2.1723 0.8240
C 5.7983 3.1691 0.2811
C 4.5466 2.7823 -0.2411
H 4.7016 -0.5932 0.3065
H 6.9339 0.0494 1.2459
H 7.5986 2.4820 1.2628
H 6.1157 4.2273 0.2510
H 3.8942 3.5534 -0.6601

***

18
Properties=species:S:1:pos:R:3 method="wB97M-V/def2-TZVPD" orbital_gap_ev=10.0 e_tot_ev=-20173.817 total_charge=0 smiles="NC(=O)NCCCS"
N -2.0205 1.0999 1.5094
C -2.1661 -0.1985 1.0783
O -2.9615 -0.9728 1.5760
N -1.3715 -0.5566 0.0220
C -0.5196 0.3376 -0.7369
C 0.9123 0.4317 -0.1492
C 1.8509 -0.4662 -0.9186
S 3.5302 -0.5387 -0.2346
H -2.5051 1.2791 2.3736
H -1.1342 1.5634 1.4129
H -1.4636 -1.4889 -0.3368
H -0.4988 -0.0036 -1.7696
H -0.9639 1.3380 -0.7311
H 1.2838 1.4509 -0.1677
H 0.8074 0.1028 0.8885
H 1.4257 -1.4755 -0.9461
H 1.8945 -0.2566 -1.9852
H 3.9000 -1.6460 -0.8848

***

18
Properties=species:S:1:pos:R:3 method="wB97M-V/def2-TZVPD" orbital_gap_ev=8.5 e_tot_ev=-17222.899 total_charge=0 smiles=CCSCC.O
C -1.2009 0.2559 1.4185
C -1.8016 0.1339 -0.0114
S -1.0200 1.3090 -1.1235
C 0.6812 0.8611 -1.2707
C 1.0536 -0.5784 -1.4068
H -1.8420 -0.3845 2.0474
H -1.1311 1.2520 1.8871
H -0.1913 -0.1865 1.3803
H -1.5706 -0.9180 -0.2677
H -2.8983 0.2652 -0.0851
H 1.2170 1.4907 -2.0068
H 1.0738 1.1098 -0.2660
H 0.6613 -1.1885 -2.2378
H 0.8425 -1.0994 -0.4578
H 2.1467 -0.4875 -1.5227
O 1.3266 -0.2388 1.1596
H 0.7181 -0.6186 1.8331
H 1.9350 -0.9774 0.9304

***

15
Properties=species:S:1:pos:R:3 method="wB97M-V/def2-TZVPD" orbital_gap_ev=10.0 e_tot_ev=-5345.315 total_charge=0
C 1.9170 0.0153 0.0664
C 0.5042 0.4063 0.4602
C -0.6177 -0.8456 0.4500
C -1.7210 -0.1924 -0.3622
C -0.6052 0.8820 -0.5334
H 2.6913 0.7564 0.2661
H 2.1927 -0.8528 0.6628
H 2.0543 -0.2538 -0.9805
H 0.5049 0.7719 1.4917
H -0.1542 -1.6534 -0.0902
H -0.9393 -1.0996 1.4447
H -2.6009 0.1399 0.2015
H -2.0902 -0.7069 -1.2641
H -0.9466 1.8680 -0.2870
H -0.1893 0.7649 -1.5259